Record 1
The following is a quantum chemistry calculation of a molecular structure, C10H24AgClN2O4, from the OMol25 dataset.

## Properties
orbital gap: 8.599 eV
DFT total energy: -1413.0748 Eh
relative energy (zero: lowest compared OMol25 entry of this formula, charge and spin): 0.0000 eV

CARTESIAN COORDINATES (ANGSTROEM)
Ag -0.030952 -0.496830 1.412377
Cl 0.205774 -0.728525 -1.149851
O 2.073699 -1.075572 2.435093
O -0.297727 -0.569634 3.713131
O -5.090371 -0.784667 -1.849083
O 3.105932 3.053747 -3.686430
N 1.369372 1.766126 -2.971423
N -2.957831 -1.549912 -1.968679
C -3.357682 0.715617 -1.176683
C -1.487452 -0.761335 4.447496
C 0.410345 2.225160 -3.955991
C 2.626381 2.249951 -2.896598
C -3.306496 -2.886543 -2.381412
C 2.068198 -0.411314 3.674108
C 2.944260 -0.481533 1.468578
C 0.878320 -0.887323 4.462934
C -3.881782 -0.599522 -1.725574
C 3.456622 1.759609 -1.721493
H -2.325087 0.910132 -1.463962
H -3.307107 -2.986124 -3.468790
H 3.750991 2.675175 -1.205680
H 1.975353 0.681151 3.593857
H 0.934807 2.672072 -4.797440
H -2.322800 -0.390676 3.853001
H 0.861652 -0.369872 5.428404
H 4.317823 1.214439 -2.095443
H 2.858516 -1.032273 0.535480
H -4.035141 1.493432 -1.513607
H -1.989039 -1.342120 -1.764713
H 2.904108 1.163471 -0.994969
H 2.978435 -0.630381 4.246778
H -1.483228 -0.197476 5.383489
H -0.244056 2.994549 -3.534486
H -3.414941 0.650097 -0.088208
H -2.597272 -3.601405 -1.965638
H -4.295577 -3.143808 -2.006739
H 1.059862 1.035007 -2.341493
H 2.658267 0.555205 1.256654
H 3.979296 -0.508969 1.820478
H -0.207029 1.402866 -4.312926
H -1.695032 -1.817935 4.641442
H 0.908586 -1.964061 4.663992

Atoms 1-6, force components in eV/Å:
Ag -0.304 -0.234 -1.289
Cl -0.115 0.083 1.194
O 0.147 0.207 -0.330
O 0.277 0.136 0.234
O 0.506 0.002 -0.133
O -0.289 -0.145 0.147

For reference, the Löwdin charges in units of e are:
1 Ag 0.629
2 Cl -0.121
3 O -0.261
4 O -0.285
5 O 0.016
6 O 0.021
7 N -0.009
8 N -0.009
9 C -0.014
10 C -0.089
11 C -0.073
12 C -0.563
13 C -0.077
14 C -0.222
15 C -0.115
16 C -0.184
17 C -0.563
18 C -0.001
19 H 0.040
20 H 0.083
21 H 0.085
22 H 0.138
23 H 0.079
24 H 0.094
25 H 0.135
26 H 0.084
27 H 0.071
28 H 0.079
29 H -0.015
30 H 0.033
31 H 0.139
32 H 0.096
33 H 0.081
34 H 0.074
35 H 0.080
36 H 0.080
37 H -0.029
38 H 0.076
39 H 0.098
40 H 0.079
41 H 0.100
42 H 0.140

***

Record 2
The following is a quantum chemistry calculation of a gas-phase ion, C5H14NS (charge +1), from the OMol25 dataset.

## Properties
orbital gap: 9.144 eV
DFT total energy: -651.5335 Eh
structure (SMILES): CSCC[C@H](C)[NH3+]
net charge: +1
relative energy (zero: lowest compared OMol25 entry of this formula, charge and spin): 2.1514 eV

CARTESIAN COORDINATES (ANGSTROEM)
S 0.050398 1.173203 1.481678
N -0.396906 0.737900 -1.822829
C 0.186081 -1.088423 -0.159773
C 1.661776 1.010527 2.443453
C -0.763977 -0.805072 -1.496600
C -0.328581 -0.512032 1.121841
C -0.601245 -1.721191 -2.638168
H 2.263485 0.326782 1.841895
H -1.473945 -0.669253 0.989748
H -0.770451 0.976660 -2.826009
H -0.734161 1.437245 -1.150620
H -0.997572 -1.375880 -3.639401
H -0.088726 -1.107445 2.031761
H 1.254790 0.837318 3.445476
H 0.548463 -2.038499 -2.833215
H -1.857993 -0.644478 -1.209500
H 1.082122 -0.839765 -0.758512
H 2.250006 1.978776 2.506033
H 0.605199 0.801766 -2.004882
H -1.075049 -2.723781 -2.601575
H 0.041478 -2.198847 -0.362770

Atoms 1-6, force components in eV/Å:
S 0.548 1.553 -0.021
N -0.896 -0.984 -4.118
C -1.677 -2.296 -5.259
C -0.705 1.543 -0.668
C -1.523 2.886 3.344
C -1.672 -1.522 0.516

For reference, the Löwdin charges in units of e are:
1 S 0.778
2 N 0.170
3 C -0.205
4 C -0.321
5 C -0.324
6 C -0.566
7 C -0.093
8 H 0.034
9 H 0.118
10 H 0.201
11 H 0.113
12 H 0.102
13 H 0.097
14 H 0.035
15 H 0.147
16 H 0.160
17 H 0.110
18 H 0.065
19 H 0.144
20 H 0.103
21 H 0.133

***

Record 3
The following is a quantum chemistry calculation of 2 unconnected molecules or ions with the total composition FHN2O2, from the OMol25 dataset.

## Properties
orbital gap (spin up / spin down): 10.626 / 8.576 eV
DFT total energy: -360.1946 Eh
relative energy (zero: lowest compared OMol25 entry of this formula, charge and spin): 1.6643 eV

CARTESIAN COORDINATES (ANGSTROEM)
F 0.759915 0.003611 1.915630
O -1.228583 -0.257192 -1.647523
O -0.790455 1.664338 -0.731862
N -0.834692 0.528078 -0.891951
N 0.603214 -0.848269 0.829257
H 1.490601 -1.090564 0.526449

Force components x, y, z for each atom (eV/Å):
F 0.522 -0.778 -1.096
O -1.127 -0.976 -1.929
O -0.329 3.301 -0.187
N 1.495 -2.279 2.055
N -3.697 0.836 1.515
H 3.136 -0.105 -0.358

For reference, the Löwdin charges in units of e are:
1 F -0.126
2 O 0.121
3 O 0.137
4 N -0.294
5 N 0.149
6 H 0.012

***

Record 4
The following is a quantum chemistry calculation of 5 unconnected molecules or ions with the total composition C43H51FN2O, from the OMol25 dataset.

## Properties
orbital gap: 4.865 eV
DFT total energy: -1953.1434 Eh
net charge: +2

CARTESIAN COORDINATES (ANGSTROEM)
F -6.478129 -2.644337 1.595854
O 5.815181 -2.964538 -0.582955
N 0.379908 1.441200 -0.046366
N -5.777619 -1.855569 -0.680709
C 6.794695 1.008830 3.113489
C -4.512586 0.139734 -0.456259
C -1.180198 0.338610 -1.456818
C -3.402046 -1.957235 -0.665628
C -7.511379 1.273480 -3.582861
C -7.068008 -2.554004 -0.719754
C 5.353681 2.132303 4.677564
C -6.568431 0.305203 -3.902202
C -0.440711 1.246099 1.004234
C -11.022128 -0.166492 4.405503
C 1.649887 2.165690 0.202466
C 5.751886 1.251925 5.674376
C 11.959022 0.750994 -0.931635
C -10.541025 1.125557 2.434704
C -11.395602 0.796022 3.477096
C 2.699592 1.975908 -0.880372
C 7.191453 0.127997 4.109654
C -8.934369 -0.466723 3.256443
C 5.873620 2.008928 3.396071
C -6.401153 1.191157 -6.126731
C -5.726050 -0.524798 -0.545966
C -7.382052 -3.146373 0.680667
C -4.638306 -2.569178 -0.744749
C 6.668033 0.248656 5.389853
C -7.901582 2.200200 -4.538651
C -9.310556 0.492883 2.324962
C -1.651379 0.601647 0.868168
C 5.523757 -0.551942 -0.749277
C 11.223148 1.485824 -1.851371
C -2.031070 0.128728 -0.385748
C 3.204102 0.523114 -0.959111
C -6.010837 0.262614 -5.172857
C 7.004347 -3.617094 -0.953016
C -3.328305 -0.577955 -0.512622
C 0.017918 0.997035 -1.252437
C 4.411794 0.243316 -0.038409
C 11.469973 -0.458445 -0.458122
C -7.347020 2.157218 -5.810234
C 6.060814 -1.733725 0.084840
C 9.999505 1.010705 -2.301527
C 9.507833 -0.197417 -1.826134
C -9.791334 -0.798197 4.296663
C 10.242990 -0.929493 -0.903279
H -5.971503 1.159765 -7.118931
H 12.915113 1.120435 -0.585216
H -7.969854 -0.955482 3.173822
H -6.269337 -0.427880 -3.159462
H 0.695530 1.156879 -2.071869
H -11.691361 -0.423790 5.215469
H -0.115525 1.607457 1.965137
H 7.208881 0.918803 2.116124
H -7.655234 2.875948 -6.557328
H 7.911372 -0.649647 3.890038
H 6.367919 0.100129 -0.958705
H 5.569040 2.700259 2.618888
H -8.640854 0.754623 1.512195
H 9.859306 -1.872424 -0.532130
H -7.949560 1.306788 -2.591391
H -4.738857 -3.635549 -0.851260
H -2.293418 0.450143 1.719309
H 3.521942 2.639700 -0.638738
H 7.669206 -2.971818 -1.530632
H -8.639921 2.952180 -4.294860
H 6.747682 -4.460391 -1.585239
H 3.475426 0.301595 -1.984646
H 8.552764 -0.577838 -2.170063
H -2.514924 -2.567164 -0.719537
H 5.181148 -0.987147 -1.681419
H -6.647060 0.031811 -0.510841
H -7.313866 -4.230076 0.694395
H -7.852029 -1.859312 -0.986384
H 7.563652 -3.999996 -0.098038
H 6.978622 -0.436358 6.167629
H 2.307195 2.338034 -1.829984
H -8.380283 -2.866686 0.999707
H -4.508194 1.212418 -0.352483
H 9.431125 1.580924 -3.025505
H 11.605925 2.428183 -2.220550
H 2.043999 1.811244 1.150374
H 1.437243 3.223431 0.330929
H 4.113424 -0.335074 0.829429
H 4.802189 1.197437 0.302187
H -1.439794 0.001904 -2.445087
H 5.582339 -1.761572 1.060177
H 12.044540 -1.032986 0.256491
H 2.386376 -0.139651 -0.672422
H -5.278105 -0.494634 -5.422125
H 4.645596 2.919971 4.902772
H -7.004303 -3.360847 -1.438211
H 5.353480 1.352101 6.675501
H -9.500178 -1.546264 5.022326
H 7.138471 -1.634880 0.194136
H -12.353154 1.291010 3.567151
H -10.833457 1.876233 1.712063

Atoms 1-6, force components in eV/Å:
F 0.121 0.099 0.175
O -0.166 0.137 0.161
N -0.556 -0.143 0.383
N 0.383 0.230 -0.340
C -0.038 -0.020 -0.088
C -0.351 -0.244 0.005

For reference, the Löwdin charges in units of e are:
1 F -0.034
2 O -0.189
3 N -0.011
4 N -0.040
5 C -0.104
6 C 0.070
7 C 0.072
8 C 0.072
9 C -0.106
10 C -0.046
11 C -0.103
12 C -0.123
13 C 0.038
14 C -0.077
15 C -0.094
16 C -0.091
17 C -0.086
18 C -0.093
19 C -0.078
20 C -0.175
21 C -0.088
22 C -0.117
23 C -0.114
24 C -0.077
25 C 0.017
26 C -0.130
27 C 0.040
28 C -0.085
29 C -0.079
30 C -0.119
31 C 0.064
32 C -0.144
33 C -0.090
34 C -0.137
35 C -0.183
36 C -0.097
37 C -0.112
38 C -0.134
39 C 0.029
40 C -0.179
41 C -0.089
42 C -0.070
43 C -0.213
44 C -0.098
45 C -0.112
46 C -0.088
47 C -0.103
48 H 0.110
49 H 0.105
50 H 0.083
51 H 0.065
52 H 0.144
53 H 0.109
54 H 0.157
55 H 0.098
56 H 0.112
57 H 0.105
58 H 0.102
59 H 0.091
60 H 0.078
61 H 0.090
62 H 0.090
63 H 0.161
64 H 0.144
65 H 0.125
66 H 0.076
67 H 0.110
68 H 0.090
69 H 0.111
70 H 0.084
71 H 0.144
72 H 0.111
73 H 0.146
74 H 0.129
75 H 0.135
76 H 0.094
77 H 0.106
78 H 0.109
79 H 0.125
80 H 0.147
81 H 0.099
82 H 0.104
83 H 0.142
84 H 0.146
85 H 0.104
86 H 0.097
87 H 0.144
88 H 0.114
89 H 0.104
90 H 0.103
91 H 0.100
92 H 0.097
93 H 0.140
94 H 0.104
95 H 0.105
96 H 0.102
97 H 0.109
98 H 0.103

***

Record 5
The following is a quantum chemistry calculation of a molecular structure, H12O6, from the OMol25 dataset.

## Properties
orbital gap: 9.613 eV
DFT total energy: -458.4901 Eh
relative energy (zero: lowest compared OMol25 entry of this formula, charge and spin): 4.9634 eV

CARTESIAN COORDINATES (ANGSTROEM)
O 1.493368 -1.171552 2.649134
O 1.736858 1.433778 -0.378876
O -0.092692 0.862398 -1.583176
O -0.769172 -0.983202 -2.265886
O -2.119072 0.781048 0.960504
O -0.268602 -0.227912 0.525674
H 0.434088 -0.818682 0.796674
H 1.043508 1.139258 -0.969436
H -0.832532 1.416108 -1.333626
H -1.613252 -1.394632 -2.080166
H 1.692948 2.389288 -0.414866
H 1.997588 -1.837322 2.181414
H -2.054652 0.903978 1.907594
H -0.493882 0.096978 -1.994766
H -1.239582 0.514538 0.692724
H -0.131262 -1.522792 -1.798826
H 1.270758 -1.582092 3.484674
H -0.054412 0.000808 -0.378776

Atoms 1-6, force components in eV/Å:
O -0.052 0.091 -0.207
O 2.753 0.822 1.660
O -0.491 5.048 -0.803
O -1.775 -6.183 -2.308
O -4.017 2.144 0.450
O 3.657 -4.165 -0.020

For reference, the Löwdin charges in units of e are:
1 O -0.030
2 O -0.071
3 O -0.007
4 O 0.143
5 O -0.083
6 O -0.011
7 H 0.069
8 H -0.130
9 H 0.115
10 H 0.131
11 H 0.029
12 H 0.039
13 H 0.026
14 H -0.181
15 H -0.172
16 H 0.120
17 H 0.043
18 H -0.030

***

Record 6
The following is a quantum chemistry calculation of a molecular structure, C24H27AsMoN3OS5Te, from the OMol25 dataset.

## Properties
orbital gap (spin up / spin down): 5.420 / 5.777 eV
multiplicity: 2
DFT total energy: -5733.2463 Eh
relative energy (zero: lowest compared OMol25 entry of this formula, charge and spin): 0.8858 eV

CARTESIAN COORDINATES (ANGSTROEM)
Te 1.613156 2.884899 -1.989906
Mo -0.337172 0.261170 0.686565
As 2.479424 -0.212393 2.093189
S 0.240957 -0.031042 2.815808
S -2.001748 -1.577586 0.312766
S 1.520423 -0.814682 0.021083
S 3.287632 1.650508 1.896557
S 3.386623 -1.776644 3.064816
O -2.116430 1.649531 1.305624
N -3.250760 -0.551637 2.470003
N -3.344118 -2.820275 2.172859
N -0.088281 2.066241 0.503706
C -1.881410 5.407316 -2.623129
C -2.782042 5.757793 2.123811
C -1.298985 1.160654 -2.369893
C 3.172397 5.410849 -5.935419
C -2.614263 4.408505 1.868454
C 3.714097 5.644576 -4.681803
C -1.409227 3.953976 1.338699
C -0.548721 6.192699 1.319212
C 1.765636 3.692377 -4.955159
C -1.220071 2.530198 1.046186
C 3.307950 4.936146 -3.553298
C -1.461057 2.649718 -2.444934
C -2.922005 -1.620135 1.773093
C 2.198689 4.428451 -6.051455
C -1.749080 6.646961 1.848503
C 2.316881 3.953715 -3.690327
C -2.738022 3.172747 -2.653286
C -0.610566 4.900683 -2.404116
C -0.373364 4.843118 1.062768
C 3.978925 5.298837 -2.250433
C 3.634515 6.197317 -7.131587
C -0.385830 3.528987 -2.307250
C 0.694377 2.656852 -5.167904
C -2.956106 4.537541 -2.741338
H -0.258248 2.991817 -4.749477
H -1.156521 0.874701 -1.319297
H -1.883570 7.702498 2.047966
H 5.062216 5.310600 -2.377682
H 0.554498 4.463148 0.652422
H 3.741794 4.611871 -1.443602
H -3.892623 -2.941992 3.007484
H 0.227280 5.582118 -2.315713
H 1.766474 4.222692 -7.024838
H 4.710737 6.091453 -7.277212
H 4.483740 6.402279 -4.569284
H 3.677716 6.301164 -1.936090
H -3.714699 6.121149 2.534516
H 0.548911 2.469088 -6.231359
H 3.426034 7.261201 -7.005005
H -3.712419 -0.641417 3.360556
H -0.438268 0.800221 -2.933516
H -2.934620 0.373125 2.173917
H -3.573566 2.489215 -2.751573
H 3.136194 5.862331 -8.040495
H -2.030146 6.477193 -2.695132
H -3.956101 4.917839 -2.904963
H -3.407699 3.700129 2.065285
H 0.949790 1.716052 -4.678608
H 0.250883 6.890082 1.107781
H -2.201252 0.641018 -2.691093
H -3.007032 -3.637342 1.694624

Atoms 1-6, force components in eV/Å:
Te -0.064 0.049 -0.019
Mo 0.761 -0.246 0.802
As 0.209 -0.327 0.337
S -0.081 -0.010 0.028
S -0.156 0.007 0.045
S -0.225 0.351 -0.254

For reference, the Löwdin charges in units of e are:
1 Te 1.399
2 Mo 0.717
3 As -0.448
4 S 0.117
5 S 0.605
6 S 0.049
7 S -0.026
8 S -0.037
9 O -0.181
10 N 0.136
11 N 0.113
12 N -0.186
13 C -0.078
14 C -0.072
15 C -0.080
16 C -0.269
17 C -0.013
18 C -0.026
19 C -0.151
20 C -0.061
21 C -0.297
22 C -0.547
23 C -0.310
24 C -0.335
25 C -0.854
26 C -0.018
27 C -0.072
28 C -0.419
29 C -0.047
30 C -0.136
31 C -0.016
32 C -0.083
33 C -0.052
34 C -0.495
35 C -0.072
36 C -0.079
37 H 0.072
38 H -0.019
39 H 0.105
40 H 0.082
41 H 0.092
42 H 0.011
43 H 0.120
44 H 0.101
45 H 0.113
46 H 0.081
47 H 0.122
48 H 0.085
49 H 0.103
50 H 0.078
51 H 0.080
52 H 0.129
53 H 0.060
54 H 0.051
55 H 0.110
56 H 0.072
57 H 0.104
58 H 0.101
59 H 0.114
60 H 0.055
61 H 0.108
62 H 0.088
63 H 0.102